DFT (ωB97M-V/def2-TZVPD) results for a molecular structure, C34H25IN5O5Pt.

* gap between HOMO and LUMO: 6.78 eV
* highest occupied orbital energy: -4.8 eV
* total charge: -1

Geometry as XYZ:
```
71
Properties=species:S:1:pos:R:3:forces:R:3
Pt -2.5810 -0.7421 -0.6166 -0.4 -0.1 0.2
O -2.1650 3.6754 -1.2194 0.0 0.2 0.0
C -2.2078 4.0084 0.0892 0.0 0.1 -0.1
C -2.0717 5.3599 0.4111 0.0 0.0 0.0
C -2.0938 5.7696 1.7286 0.0 0.0 0.0
C -2.2467 4.8396 2.7539 0.0 0.0 -0.1
C -2.3854 3.5028 2.4336 0.0 0.0 0.0
C -2.3802 3.0651 1.1093 0.0 -0.2 0.1
C -2.5343 1.6177 0.8052 0.0 0.4 0.1
O -2.4383 1.2751 -0.4554 0.1 -0.3 0.0
N -2.7617 0.7994 1.7847 0.0 -0.3 -0.2
N -2.7910 -0.5135 1.3130 0.0 0.3 0.0
C -2.8706 -1.4637 2.1643 0.0 -0.2 -0.1
C -2.8444 -2.8769 1.8321 0.0 0.3 0.1
C -2.8754 -3.7587 2.9261 0.0 -0.1 0.0
C -2.7964 -5.1229 2.7804 0.0 0.1 -0.1
C -2.6645 -5.6403 1.4855 0.0 -0.1 0.0
C -2.6453 -4.8110 0.3932 -0.1 0.0 0.0
C -2.7656 -3.4058 0.5157 -0.1 -0.1 0.0
O -2.8255 -2.7238 -0.5963 0.3 0.1 0.0
H -2.2588 2.6986 -1.2539 0.0 -0.1 0.0
H -1.9401 6.0642 -0.4002 0.0 0.0 0.0
H -1.9877 6.8226 1.9615 0.0 0.0 0.0
H -2.2443 5.1547 3.7889 0.0 0.0 0.0
H -2.4941 2.7541 3.2057 0.0 0.0 0.0
H -2.9258 -1.1773 3.2107 0.0 0.0 0.0
H -2.9563 -3.3288 3.9188 0.0 0.0 0.0
H -2.8282 -5.7752 3.6423 0.0 0.0 0.0
H -2.5633 -6.7099 1.3405 0.0 0.0 0.0
H -2.5336 -5.2023 -0.6099 0.0 0.0 0.0
I -3.4789 -3.4554 -5.8157 0.0 -0.1 0.0
C -2.5779 -1.9311 -4.7290 0.0 0.1 0.1
C -1.7566 -1.0039 -5.3472 0.0 0.0 -0.1
C -1.1759 -0.0167 -4.5728 0.0 0.0 0.1
C -1.4442 0.0178 -3.2173 0.0 0.0 -0.1
N -2.2579 -0.8685 -2.6435 -0.1 0.1 0.2
C -2.8090 -1.8424 -3.3677 0.1 0.0 -0.1
H -1.5658 -1.0597 -6.4105 0.0 0.0 0.0
H -0.5086 0.7158 -5.0034 0.0 0.0 0.0
H -0.9938 0.7401 -2.5505 0.0 0.0 0.0
H -3.4120 -2.5545 -2.8227 0.0 0.0 0.0
O 0.6297 -2.0427 -2.4198 0.0 0.0 0.0
C 0.9921 -1.3684 -1.4616 0.0 0.1 -0.1
N 2.3398 -1.1905 -1.1460 0.0 -0.2 0.2
C 2.4916 -0.1916 -0.1181 0.0 0.0 0.0
C 0.9807 0.0397 0.2292 -0.1 0.1 0.2
O 0.6475 0.8120 1.1205 0.0 0.0 0.0
N 0.1956 -0.6802 -0.5836 0.3 0.0 -0.2
C 3.2350 -0.6806 1.1138 0.0 0.0 0.0
C 3.4678 0.2040 2.1664 0.0 0.0 0.0
C 4.1183 -0.2224 3.3115 0.0 0.0 0.0
C 4.5540 -1.5388 3.4223 0.0 0.0 0.0
C 4.3226 -2.4223 2.3807 0.0 0.0 0.0
C 3.6617 -1.9956 1.2336 0.0 0.0 0.0
C 3.1332 1.0768 -0.6765 0.0 0.0 0.0
C 4.4882 1.0510 -1.0030 0.0 0.0 0.0
C 5.1036 2.1471 -1.5858 0.0 0.0 0.0
C 4.3691 3.2986 -1.8419 0.0 0.0 0.0
C 3.0249 3.3394 -1.5058 0.0 0.0 0.0
C 2.4076 2.2367 -0.9260 0.0 0.0 0.0
H 3.0450 -1.3997 -1.8308 0.0 0.1 -0.1
H 3.1141 1.2235 2.0835 0.0 0.0 0.0
H 4.2827 0.4737 4.1251 0.0 0.0 0.0
H 5.0644 -1.8712 4.3181 0.0 0.0 0.0
H 4.6507 -3.4519 2.4582 0.0 0.0 0.0
H 3.4588 -2.6893 0.4282 0.0 0.0 0.0
H 5.0679 0.1601 -0.7846 0.0 0.0 0.0
H 6.1570 2.1058 -1.8355 0.0 0.0 0.0
H 4.8453 4.1589 -2.2964 0.0 0.0 0.0
H 2.4456 4.2360 -1.6903 0.0 0.0 0.0
H 1.3629 2.2856 -0.6473 0.0 0.0 0.0
```
Forces are in eV/Å.

Atomic partial charges in e from the Löwdin method, atoms 1 to 6: number 1, Pt, carries 1.2219; number 2, O, carries 0.0509; number 3, C, carries -0.2636; number 4, C, carries -0.0258; number 5, C, carries -0.1012; number 6, C, carries -0.1032

DFT (ωB97M-V/def2-TZVPD) results for a molecular structure, C43H48N4OSTi.

* gap between HOMO and LUMO (alpha / beta): 5.94 / 8.41 eV
* highest occupied orbital energy (alpha / beta): -11.0 / -13.5 eV
* spin multiplicity: 3
* total charge: +2

Geometry as XYZ:
```
98
Properties=species:S:1:pos:R:3:forces:R:3
Ti 0.2105 -0.1591 0.1057 -1.8 1.5 -0.2
C 2.6932 1.0809 -1.2969 0.3 0.4 0.1
C 3.2380 1.4807 0.0702 -0.2 -0.1 -0.1
C 2.2116 1.9545 1.0676 0.1 0.1 0.1
C 2.6075 2.8515 2.0533 -0.2 0.0 0.1
C 1.7307 3.2182 3.0608 -0.1 -0.3 -0.3
C 0.4551 2.6696 3.0367 0.2 0.1 0.0
C 0.1110 1.8262 2.0024 0.0 0.2 0.2
N 0.9613 1.4548 1.0232 1.0 2.0 1.2
N 1.9078 -0.1598 -1.2735 0.4 -0.2 -0.5
C 1.3430 -0.4319 -2.5973 -0.2 -0.1 -0.4
C 0.3188 -1.5245 -2.4364 0.0 0.0 0.1
C -0.0146 -2.4023 -3.4480 -0.2 -0.1 0.1
C -0.9783 -3.3773 -3.2101 0.1 0.4 0.3
C -1.5499 -3.4380 -1.9433 0.1 0.0 -0.3
C -1.1574 -2.5362 -0.9783 0.0 -0.1 0.0
N -0.2414 -1.5731 -1.2031 -0.6 -2.2 -2.1
C 2.7394 -1.3288 -0.9210 0.2 -0.4 0.1
C 2.5831 -1.7139 0.5215 0.1 0.0 0.2
C 3.4922 -2.5616 1.1282 0.0 0.0 0.3
C 3.3949 -2.8090 2.4917 -0.3 0.4 -0.2
C 2.4061 -2.1289 3.1985 0.3 -0.2 0.0
C 1.5218 -1.3169 2.5232 0.1 -0.1 -0.1
N 1.5501 -1.1467 1.1836 1.8 -1.4 1.1
H 3.5424 0.9714 -1.9877 -0.2 0.0 0.0
H 2.0539 1.8912 -1.6627 0.0 -0.2 -0.1
H 3.9609 2.2850 -0.0777 0.0 -0.1 0.0
H 3.7830 0.6450 0.5228 0.1 0.1 0.0
H 3.6108 3.2455 2.0453 0.1 0.0 -0.1
H 2.0261 3.9067 3.8354 0.1 0.1 0.1
H -0.2571 2.9094 3.8072 -0.2 0.0 0.1
H -0.8933 1.4263 1.9349 0.1 0.1 0.0
H 2.1257 -0.7235 -3.3133 -0.1 0.0 0.0
H 0.8601 0.4678 -2.9763 0.2 -0.1 0.1
H 0.4707 -2.3270 -4.4090 0.1 0.0 -0.1
H -1.2718 -4.0660 -3.9821 0.0 -0.1 -0.1
H -2.2898 -4.1844 -1.7075 -0.1 -0.1 0.1
H -1.5726 -2.5709 0.0226 0.0 0.0 -0.2
H 3.7972 -1.1320 -1.1424 -0.1 -0.1 0.0
H 2.4398 -2.1847 -1.5403 0.1 0.2 0.1
H 4.2830 -3.0063 0.5448 0.1 0.0 -0.1
H 4.0861 -3.4698 2.9892 0.1 -0.1 0.1
H 2.3371 -2.2313 4.2687 -0.1 0.0 0.1
H 0.7648 -0.7668 3.0681 0.2 -0.1 -0.1
C -3.5617 3.3459 2.3833 -0.1 -0.2 -0.2
C -3.8834 2.5087 1.1436 -0.1 0.1 0.0
C -4.9588 3.2118 0.2995 0.0 -0.2 0.2
C -2.6982 2.2466 0.2433 0.1 -0.1 0.0
C -1.6920 3.1958 0.0653 -0.2 -0.1 -0.2
C -0.8232 3.1173 -1.0072 -0.1 0.0 -0.2
C -0.9266 2.0849 -1.9412 -0.1 -0.1 0.1
C -0.3910 2.2830 -3.3344 -0.1 0.1 0.0
C -1.7760 1.0139 -1.6360 -0.2 0.5 -0.3
C -2.6665 1.1154 -0.5684 -0.1 0.3 -0.1
H -4.3863 3.2853 3.0885 -0.1 0.0 0.1
H -3.4326 4.3925 2.1223 0.1 0.2 0.0
H -2.6551 3.0016 2.8803 0.1 0.0 0.1
H -4.3082 1.5500 1.4555 0.1 0.1 0.0
H -4.5940 4.1687 -0.0673 0.0 0.1 -0.1
H -5.8488 3.3897 0.8976 -0.1 0.0 0.1
H -5.2384 2.5938 -0.5516 0.0 0.0 -0.1
H -1.6413 4.0502 0.7207 0.0 0.2 0.1
H -0.1479 3.9401 -1.1979 0.1 0.1 0.0
H 0.6499 2.6058 -3.3654 0.1 0.0 0.0
H -0.9757 3.0849 -3.7903 0.0 0.0 -0.1
H -0.5329 1.4052 -3.9652 0.0 0.0 0.0
H -1.9330 0.2301 -2.3729 0.1 0.0 0.1
H -3.4428 0.3712 -0.4631 0.0 -0.1 0.1
O -1.3805 -0.7084 1.2779 -0.5 -0.2 0.1
S -1.6080 -1.0923 2.7368 -1.3 -0.4 0.5
C -3.1246 -0.2270 3.2892 0.4 -0.2 -0.1
C -4.4459 -0.5888 2.6811 0.0 -0.1 -0.2
C -5.5991 -0.3350 3.4157 0.2 0.0 -0.1
C -6.8423 -0.5915 2.8700 0.0 0.0 0.0
C -6.9449 -1.1238 1.5948 -0.1 -0.1 0.0
C -5.8018 -1.3839 0.8598 0.0 0.0 0.0
C -4.5559 -1.1098 1.3992 0.0 0.0 0.0
C -2.2105 -2.8373 2.7846 0.3 0.3 0.1
C -2.6690 -3.0162 4.1952 0.0 -0.1 0.2
C -1.7555 -2.8642 5.2344 -0.1 -0.1 0.0
C -2.1904 -2.8638 6.5472 0.1 0.1 0.1
C -3.5395 -3.0078 6.8301 0.0 0.0 0.0
C -4.4468 -3.1978 5.8004 0.0 0.0 0.0
C -4.0148 -3.1978 4.4859 0.0 -0.1 0.0
H -2.9015 0.8320 3.1373 0.2 0.0 0.0
H -3.1328 -0.4201 4.3626 0.0 0.1 0.1
H -5.5161 0.0762 4.4090 0.0 0.1 0.2
H -7.7309 -0.3736 3.4393 -0.1 0.0 0.1
H -7.9159 -1.3407 1.1806 -0.1 0.0 -0.1
H -5.8765 -1.7934 -0.1367 0.0 0.0 -0.1
H -3.6675 -1.2884 0.8101 0.0 0.0 0.0
H -1.3416 -3.4483 2.5333 0.0 0.0 0.0
H -3.0184 -2.9933 2.0739 0.1 0.1 -0.1
H -0.7052 -2.7483 5.0056 0.1 0.0 0.0
H -1.4818 -2.7441 7.3518 0.1 0.0 0.1
H -3.8809 -2.9796 7.8529 0.0 0.0 0.1
H -5.4937 -3.3372 6.0176 -0.1 0.0 0.0
H -4.7249 -3.3364 3.6850 -0.1 0.0 -0.1
```
Forces are in eV/Å.

Atomic partial charges in e from the Löwdin method, atoms 1 to 6: number 1, Ti, carries 0.8155; number 2, C, carries -0.1399; number 3, C, carries -0.0805; number 4, C, carries -0.2223; number 5, C, carries 0.0142; number 6, C, carries -0.0084

Calculated total energy readings, ordered: -64703.646; -87317.914 eV
Maximum force readings, ordered: 0.0083; 0.0596 hartree/bohr
Energy above the lowest of the compared OMol25 structures with the same formula, charge and spin readings, ordered: 75.5; 118.1 kJ/mol